The following is a DFT calculation (ωB97M-V/def2-TZVPD) of 2 unconnected molecules or ions with the total composition C3H8.

Last column: Mulliken charge in e.
Geometry (Å):
C  -2.5824  2.4232  4.4656  -0.9383
H  -1.5391  2.4179  4.8914  0.2169
H  -2.9009  3.3843  4.1474  0.2252
H  -3.1947  1.8069  5.0704  0.2635
H  -2.6112  1.5966  3.6963  0.2326
C  1.7920  -1.3779  -3.7863  -0.3966
C  2.3938  -2.5657  -3.8783  -0.4551
H  1.5692  -0.7658  -4.6782  0.2456
H  1.5514  -0.8881  -2.6709  0.1909
H  3.5246  -2.6736  -4.1283  0.2302
H  1.9975  -3.3579  -3.1290  0.1849

Results
Net charge: 0

---

The following is a DFT calculation (ωB97M-V/def2-TZVPD) of C3H8 in the gas phase.

Last column: Mulliken charge in e.
Geometry (Å):
C  -1.1018  -0.2425  0.5817  -1.0969
C  -0.0479  0.5543  -0.1857  -0.1636
C  1.2045  -0.2678  -0.4912  -1.0742
H  -1.9186  0.3975  0.9309  0.3140
H  -0.6683  -0.7421  1.4559  0.2992
H  -1.5368  -1.0180  -0.0596  0.3010
H  0.2416  1.4487  0.3800  0.2615
H  -0.4878  0.9148  -1.1232  0.2595
H  0.9361  -1.2660  -0.8602  0.2951
H  1.8112  -0.4015  0.4134  0.2957
H  1.8290  0.2202  -1.2488  0.3089

Results
Net charge: 0

---

The following is a DFT calculation (ωB97M-V/def2-TZVPD) of a molecular structure, C3H8BBr2Na5O3.

Last column: Mulliken charge in e.
Geometry (Å):
Na  -2.1298  2.6904  -3.8180  0.9750
Na  1.3448  -0.6443  0.0810  0.6468
Na  0.8643  3.2130  -2.6331  0.8739
Na  -3.4237  0.8666  -1.1162  0.8697
Na  -1.0997  -1.6721  -2.3014  0.8690
C  -0.3877  1.2662  -0.8467  1.0308
O  -1.0921  2.0194  -1.6081  -0.9769
O  0.6561  1.6019  -0.4005  -0.7020
O  -0.8897  0.1651  -0.5766  -1.0318
B  1.8153  -1.6961  -2.2309  0.7869
H  1.0882  -0.9096  -2.1009  -0.6825
H  2.6276  -1.2622  -2.7933  -0.1983
H  2.2067  -1.9669  -1.2625  -0.2886
H  1.3006  -2.4632  -2.7885  -0.2618
Br  -1.4501  -1.6596  4.3458  -0.1062
C  -1.0439  -0.4881  2.8106  -0.3082
C  0.1247  0.4148  3.2012  -0.6273
Br  1.9148  -0.5114  2.9755  -0.1050
H  -1.9316  0.0809  2.5342  0.3124
H  -0.9068  -1.1170  1.9309  0.2222
H  0.0295  0.9237  4.1604  0.4778
H  0.3822  1.1484  2.4372  0.2245

Results
Net charge: +2

---

The following is a DFT calculation (ωB97M-V/def2-TZVPD) of C3H8BNO in the gas phase.

Last column: Mulliken charge in e.
Geometry (Å):
B  -1.7702  -0.9549  0.6053  0.3267
C  0.0219  0.7086  -0.3322  -0.5816
C  1.3231  0.4220  0.4907  -0.5598
C  -0.5348  -0.7393  -0.4294  -0.0609
N  1.7861  -0.9111  0.1089  -0.2866
O  0.5917  -1.6417  -0.1257  -0.3124
H  -2.0688  -1.9654  0.7669  -0.0536
H  -1.9656  0.0811  1.0717  -0.0701
H  -0.5540  1.4217  0.3663  0.2303
H  0.2045  1.2735  -1.1871  0.3402
H  2.1354  1.0778  0.4045  0.4142
H  0.9804  0.4029  1.5528  0.2325
H  -0.6774  -1.0387  -1.5525  0.1347
H  2.2084  -0.8176  -0.8263  0.2465

Results
Net charge: 0

---

Energy above the lowest of the compared OMol25 structures with the same formula, charge and spin, record by record: 3.863 0.000 3.266 5.526 eV